Entry 1:
C47H64BiN4O8P4 | ωB97M-V with the def2-TZVPD basis set

Each line ends with the Mulliken charge.
CARTESIAN COORDINATES (ANGSTROEM)
Bi (-0.02985, 0.34734, 0.19031)  3.840
C (-0.85390, 3.01236, -5.07159)  -1.103
N (-0.96513, 1.87177, -4.15315)  0.580
C (-2.29183, 1.25175, -4.15113)  -0.420
P (0.31591, 1.04446, -3.60225)  -1.446
O (0.10212, 0.34429, -2.29115)  0.809
O (1.45738, 2.17991, -3.45081)  0.442
P (1.69517, 3.33134, -2.36352)  -0.612
O (0.84996, 3.19109, -1.15027)  -0.792
N (1.42510, 4.72328, -3.15447)  0.662
C (2.18661, 5.05850, -4.36261)  -1.081
C (0.79965, 5.87620, -2.49246)  -0.884
N (3.29299, 3.02004, -1.99901)  0.597
C (4.27127, 2.69637, -3.05693)  -0.983
C (3.86620, 3.94452, -1.00215)  -1.152
N (0.90139, 0.01483, -4.71126)  0.673
C (2.06959, -0.79860, -4.36685)  -1.095
C (0.74142, 0.24713, -6.14887)  -0.975
H (-1.20295, 2.73897, -6.06929)  0.450
H (0.17350, 3.35739, -5.14337)  0.295
H (-1.47116, 3.83183, -4.70231)  0.279
H (-2.51173, 0.77029, -5.10854)  0.289
H (-3.04060, 2.02400, -3.97374)  0.376
H (-2.36388, 0.52140, -3.35271)  -0.344
H (2.57955, 4.16031, -4.83814)  0.284
H (3.01783, 5.73012, -4.13664)  0.297
H (1.52790, 5.55818, -5.07365)  0.415
H (0.22124, 5.54639, -1.63399)  0.176
H (0.12567, 6.36496, -3.19676)  0.324
H (1.55086, 6.60217, -2.17276)  0.323
H (3.83104, 2.03349, -3.79631)  0.151
H (5.11895, 2.18654, -2.59932)  0.346
H (4.64322, 3.59632, -3.55099)  0.298
H (3.12853, 4.18988, -0.23866)  0.298
H (4.21912, 4.86969, -1.46551)  0.287
H (4.71715, 3.46110, -0.52117)  0.396
H (2.12491, -0.94260, -3.28814)  0.065
H (2.99441, -0.32843, -4.71505)  0.348
H (1.98117, -1.77752, -4.83729)  0.421
H (-0.20719, 0.73700, -6.35647)  0.312
H (0.74019, -0.71637, -6.65866)  0.320
H (1.55630, 0.85159, -6.55810)  0.278
C (-3.26253, -3.66715, 4.84829)  -1.654
C (-1.93024, -4.26413, 4.35064)  1.761
C (-1.69702, -5.61642, 5.02651)  -2.435
C (-0.81329, -3.28094, 4.66479)  0.411
C (-0.08325, -3.30463, 5.84640)  0.054
C (0.86995, -2.33719, 6.13915)  -1.467
C (1.11328, -1.32001, 5.23817)  -0.228
C (0.41260, -1.28175, 4.03138)  0.835
P (0.63183, 0.15798, 2.96846)  0.928
C (2.41787, 0.46808, 2.94047)  1.095
C (3.27732, -0.63302, 2.96648)  -1.114
C (4.64892, -0.45295, 2.84866)  -0.774
C (5.17529, 0.82266, 2.70171)  -0.786
C (4.32506, 1.92188, 2.65726)  -0.462
C (2.95077, 1.74918, 2.76681)  -0.978
C (-0.24075, 1.42736, 3.92552)  1.497
C (-1.63368, 1.32031, 3.93340)  -1.249
C (-2.39745, 2.15790, 4.73059)  -0.916
C (-1.77339, 3.10831, 5.53020)  -0.690
C (-0.38919, 3.19445, 5.55201)  -0.817
C (0.38131, 2.35073, 4.76039)  -0.622
C (-0.54337, -2.25129, 3.77296)  -1.129
O (-1.25018, -2.12855, 2.58889)  0.035
C (-1.69694, -3.30667, 2.03546)  -1.448
C (-1.80892, -3.34996, 0.64906)  0.743
C (-2.21374, -4.54679, 0.04552)  -0.445
C (-2.52168, -5.64539, 0.82102)  -1.565
C (-2.42006, -5.56283, 2.20242)  0.072
C (-2.00089, -4.40095, 2.83741)  0.385
P (-1.58140, -1.92340, -0.43097)  1.142
C (-3.22412, -1.31674, -0.88244)  1.064
C (-4.29255, -2.20776, -1.01823)  -0.713
C (-5.54750, -1.73814, -1.36671)  -0.820
C (-5.75506, -0.37946, -1.57534)  -0.775
C (-4.69995, 0.51055, -1.44677)  -1.112
C (-3.43908, 0.04167, -1.10461)  -0.520
C (-0.83420, -2.68237, -1.89519)  1.546
C (-1.36722, -2.47212, -3.16087)  -0.500
C (-0.82453, -3.12539, -4.25922)  -0.633
C (0.25704, -3.97943, -4.10085)  -0.970
C (0.79738, -4.19295, -2.83706)  -0.834
C (0.24730, -3.55721, -1.73458)  -1.364
H (-3.23288, -3.53457, 5.93087)  0.390
H (-4.08956, -4.33582, 4.60414)  0.424
H (-3.45897, -2.69547, 4.38888)  0.353
H (-1.65679, -5.50541, 6.10853)  0.544
H (-0.77182, -6.08558, 4.68824)  0.441
H (-2.52642, -6.29462, 4.83202)  0.582
H (-0.26442, -4.08696, 6.57001)  0.323
H (1.41149, -2.37639, 7.07470)  0.475
H (1.84605, -0.55600, 5.46879)  0.588
H (2.88038, -1.63265, 3.09778)  0.475
H (5.30754, -1.31080, 2.88642)  0.501
H (6.24614, 0.96242, 2.62957)  0.465
H (4.73363, 2.91935, 2.55478)  0.563
H (2.29613, 2.60604, 2.69975)  0.130
H (-2.12055, 0.53914, 3.35454)  0.816
H (-3.47535, 2.05889, 4.74701)  0.501
H (-2.36623, 3.76191, 6.15658)  0.445
H (0.09839, 3.90737, 6.20477)  0.487
H (1.45921, 2.40542, 4.82738)  0.515
H (-2.27653, -4.62176, -1.03246)  0.745
H (-2.83825, -6.56766, 0.35307)  0.479
H (-2.66813, -6.43343, 2.79340)  0.363
H (-4.15947, -3.26549, -0.83909)  0.455
H (-6.36958, -2.43450, -1.46742)  0.497
H (-6.74099, -0.01763, -1.83679)  0.456
H (-4.85547, 1.56890, -1.61285)  0.549
H (-2.63078, 0.75795, -1.04173)  0.359
H (-2.23296, -1.83785, -3.28814)  0.333
H (-1.26584, -2.98399, -5.23795)  0.521
H (0.66378, -4.50369, -4.95655)  0.447
H (1.62001, -4.88446, -2.70561)  0.519
H (0.61372, -3.80357, -0.74181)  0.607
O (2.83684, 0.88490, -0.09651)  -0.639
H (3.24987, 1.26426, 0.69624)  0.160
H (2.96700, 1.55330, -0.80649)  0.229
O (-1.78910, 1.98665, 0.86198)  -0.723
H (-1.19793, 2.67726, 1.25517)  0.286
H (-2.54833, 1.89474, 1.45007)  0.231
O (1.59074, -1.39891, -0.00085)  -0.584
H (2.40869, -0.86393, -0.11044)  0.304
H (1.49423, -1.94379, -0.80050)  0.101
O (0.32911, 3.38663, 1.48543)  -0.607
H (0.35516, 4.17241, 2.04437)  0.300
H (0.57642, 3.63871, 0.56922)  0.304

As for the HOMO-LUMO gap: 7.38 eV. The LUMO energy is -7.76 eV. The total energy is -115098.8381 eV. Its energy above the lowest of the compared OMol25 structures with the same formula, charge and spin is 0.0 kcal per mole. Its total charge is +3.

***

Entry 2:
C47H64ClIrNO2P2Si | ωB97M-V with the def2-TZVPD basis set

Each line ends with the Mulliken charge.
CARTESIAN COORDINATES (ANGSTROEM)
Ir (-0.01603, 0.04087, -0.96443)  3.575
C (-3.48843, 0.09159, -2.22171)  -1.336
Si (-2.25063, 0.66530, -0.95227)  -0.004
C (-2.14216, 2.53427, -1.12240)  0.574
C (-3.08948, 3.29788, -1.80355)  -0.544
C (-2.91545, 4.66417, -1.98559)  -0.891
C (-1.78054, 5.28147, -1.48397)  -1.274
C (-0.82318, 4.53755, -0.80307)  -0.557
C (-0.99104, 3.16507, -0.63069)  0.004
P (0.16456, 2.06485, 0.28229)  -0.430
C (-0.33106, 2.56523, 2.00819)  0.142
C (0.04774, 1.61193, 3.14334)  0.631
C (-0.50421, 2.08899, 4.48623)  -1.081
C (-0.02356, 3.49734, 4.81050)  -0.874
C (-0.42015, 4.45006, 3.69013)  -0.915
C (0.13888, 3.98989, 2.34253)  -0.612
C (1.91772, 2.56729, -0.02031)  1.315
C (2.82549, 1.94128, 1.05147)  -0.309
C (4.25243, 1.78851, 0.49766)  -0.756
C (4.57974, 2.89131, -0.52181)  -0.674
C (3.86308, 4.18479, -0.14383)  -1.065
C (2.33024, 4.03398, -0.25137)  -0.699
C (-2.81450, 0.22128, 0.79607)  0.677
C (-3.91856, 0.81738, 1.41564)  -0.640
C (-4.28607, 0.47871, 2.70729)  -0.981
C (-3.55859, -0.48328, 3.39973)  -1.017
C (-2.46914, -1.09333, 2.80115)  -0.339
C (-2.07925, -0.73447, 1.50789)  0.906
P (-0.64477, -1.48803, 0.63387)  -1.134
C (-1.35425, -3.10656, 0.08320)  1.250
C (-2.37616, -2.91830, -1.04750)  0.045
C (-3.22123, -4.18608, -1.29007)  -1.310
C (-2.48491, -5.43395, -0.82075)  -0.738
C (-2.27239, -5.35982, 0.69763)  -0.963
C (-2.07125, -3.90971, 1.18212)  -1.315
C (0.70852, -1.81442, 1.89445)  2.134
C (2.10354, -1.88334, 1.25275)  0.138
C (2.40562, -3.23628, 0.60960)  -0.075
C (2.32208, -4.35571, 1.64104)  -1.604
C (0.95738, -4.36092, 2.32154)  0.266
C (0.61825, -2.98523, 2.90038)  -1.884
H (-4.47944, 0.47123, -1.95572)  0.466
H (-3.55153, -0.99051, -2.29228)  0.346
H (-3.23199, 0.46999, -3.21504)  0.315
H (-3.97590, 2.82052, -2.20801)  0.462
H (-3.66100, 5.24311, -2.51656)  0.460
H (-1.63396, 6.34589, -1.61965)  0.457
H (0.05303, 5.04323, -0.42827)  0.396
H (-1.42450, 2.57782, 1.92904)  1.115
H (1.13842, 1.52747, 3.21204)  0.374
H (-0.36107, 0.63482, 2.92948)  -1.086
H (-0.20867, 1.38905, 5.27113)  0.449
H (-1.59894, 2.07759, 4.44175)  0.360
H (1.06761, 3.49348, 4.91456)  0.356
H (-0.43431, 3.83574, 5.76319)  0.465
H (-0.06420, 5.46059, 3.89975)  0.470
H (-1.51240, 4.50127, 3.62577)  0.355
H (1.23043, 4.01282, 2.38633)  0.221
H (-0.18138, 4.69112, 1.57244)  -0.164
H (2.12357, 2.03192, -0.94637)  0.012
H (2.44563, 0.97293, 1.37290)  -0.870
H (2.83065, 2.58445, 1.93516)  0.602
H (4.35598, 0.80680, 0.03020)  0.004
H (4.96538, 1.82883, 1.32383)  0.511
H (4.27042, 2.58142, -1.52571)  0.162
H (5.65715, 3.05218, -0.56696)  0.580
H (4.19339, 5.01214, -0.77283)  0.509
H (4.13610, 4.44796, 0.88216)  0.361
H (2.00213, 4.34084, -1.24741)  0.345
H (1.85986, 4.70565, 0.46382)  0.138
H (-4.49217, 1.56934, 0.88139)  0.416
H (-5.13599, 0.95878, 3.17704)  0.439
H (-3.84150, -0.75861, 4.40807)  0.457
H (-1.91358, -1.83036, 3.36230)  0.176
H (-0.49536, -3.68298, -0.27466)  0.553
H (-1.86947, -2.61138, -1.95440)  0.226
H (-3.04170, -2.10390, -0.75884)  -0.383
H (-3.47264, -4.25859, -2.34954)  0.420
H (-4.16948, -4.11827, -0.74990)  0.484
H (-1.52548, -5.51239, -1.34190)  0.206
H (-3.04841, -6.33178, -1.07721)  0.580
H (-1.41060, -5.96642, 0.98416)  0.238
H (-3.13781, -5.78368, 1.21084)  0.521
H (-1.53189, -3.91711, 2.12427)  0.358
H (-3.03524, -3.43590, 1.37550)  0.655
H (0.66302, -0.88896, 2.46174)  -0.627
H (2.83795, -1.71018, 2.04882)  0.934
H (2.22162, -1.07987, 0.53396)  -1.214
H (3.40494, -3.21662, 0.16569)  0.517
H (1.70451, -3.42632, -0.21071)  -0.291
H (3.10256, -4.20011, 2.39392)  0.373
H (2.51691, -5.32425, 1.17611)  0.548
H (0.94426, -5.09844, 3.12689)  0.550
H (0.20155, -4.67203, 1.60167)  -0.478
H (1.37039, -2.76314, 3.66653)  0.659
H (-0.33533, -3.00943, 3.42359)  0.360
Cl (3.31606, -5.60081, -4.53781)  -0.223
C (2.33078, -4.31824, -3.90269)  -0.137
C (0.94956, -4.30606, -4.17014)  -0.598
C (0.14947, -3.30785, -3.68887)  -0.642
C (0.66871, -2.24812, -2.89477)  0.002
O (-0.17030, -1.34465, -2.48517)  -0.592
C (2.06526, -2.27179, -2.65339)  1.072
C (2.73684, -1.24135, -1.93050)  -0.363
O (2.21787, -0.22750, -1.45947)  -0.721
C (2.87429, -3.31624, -3.16219)  -1.022
H (0.52318, -5.10151, -4.76883)  0.471
H (-0.90922, -3.30047, -3.91342)  0.513
H (3.82486, -1.36284, -1.80701)  0.280
H (3.94008, -3.30322, -2.96368)  0.486
C (0.70187, 2.29758, -5.88079)  -1.354
C (0.75272, 2.99424, -4.51721)  -0.625
C (0.50879, 2.06062, -3.41844)  -0.250
N (0.29522, 1.34841, -2.55139)  0.450
H (0.90991, 3.02444, -6.66301)  0.433
H (-0.28159, 1.86703, -6.06057)  0.336
H (1.44348, 1.50266, -5.94150)  0.348
H (-0.00226, 3.77884, -4.44289)  0.334
H (1.72460, 3.45754, -4.34368)  0.322

As for the HOMO-LUMO gap (alpha / beta): 7.84 / 7.84 eV. The LUMO energy (alpha / beta) is -2.46 / -2.46 eV. The total energy is -97179.9989 eV. Its energy above the lowest of the compared OMol25 structures with the same formula, charge and spin is 0.0 kcal per mole. Its total charge is +1.